*1*
DFT (the ωB97M-V functional and the def2-TZVPD basis) results for an isolated molecule of C7H10S.

Cartesian coordinates (Å):
S (4.0634, -1.7491, -0.9420)
C (2.3597, -1.1818, 0.0278)
C (1.5429, 0.1517, -0.4147)
C (0.3139, 0.7001, 0.5317)
C (-0.9373, 0.4171, 0.2352)
C (-2.1942, 0.9558, 0.7924)
C (-3.2043, 1.5790, -0.2113)
C (-3.4196, 0.3215, 0.1479)
H (3.6650, -2.9983, -1.2405)
H (2.6854, -0.7987, 0.9938)
H (1.9681, -2.1810, -0.0670)
H (2.2186, 0.9588, -0.4798)
H (1.0725, 0.0132, -1.3831)
H (0.5519, 1.0298, 1.5034)
H (-1.1870, -0.3168, -0.5142)
H (-2.1717, 1.2294, 1.8446)
H (-3.4181, 2.4834, -0.7635)
H (-3.9095, -0.6141, -0.0608)

Output
LUMO: 0.90 eV
E_HOMO: -8.86 eV
multiplicity: 1
Kohn-Sham gap: 9.761 eV
SMILES string: SCC/C=C/C1C=C1

---

*2*
DFT (the ωB97M-V functional and the def2-TZVPD basis) results for an isolated molecule of C7H10S.

Cartesian coordinates (Å):
C (-0.2380, -2.1302, 0.7388)
C (-0.2289, -0.9688, -0.2489)
C (0.5704, -0.8527, 0.9754)
S (1.8704, 0.1363, 0.3607)
C (0.6601, 1.1395, -0.6078)
C (-0.7560, 0.4636, -0.4708)
C (-1.9068, 0.9653, 0.1509)
C (-1.9086, 0.9468, -1.3185)
H (-1.0486, -2.2652, 1.4531)
H (0.1856, -3.1294, 0.4531)
H (0.4994, -1.2206, -1.0093)
H (0.0986, -0.4713, 1.9339)
H (0.8896, 1.1054, -1.6802)
H (0.7933, 2.1620, -0.1394)
H (-2.3805, 0.1944, 0.8329)
H (-1.8575, 1.9089, 0.6978)
H (-2.4674, 0.2650, -1.8204)
H (-1.7918, 1.8889, -1.8076)

Output
LUMO: 1.02 eV
E_HOMO: -8.30 eV
multiplicity: 1
Kohn-Sham gap: 9.325 eV
SMILES string: C1[C@@H]2[C@@H]1SCC21CC1

---

Top of the stability list: *2*, leading by 13.3 kcal/mol.

---

*1*
DFT (the ωB97M-V functional and the def2-TZVPD basis) results for an isolated molecule of C4H10N2O.

Cartesian coordinates (Å):
C (-0.7251, -1.5503, -0.2032)
C (-0.1780, -0.1735, -0.4294)
C (-0.4677, 0.9111, 0.6599)
N (-1.9121, 0.9020, 0.8027)
N (1.4139, -0.4235, -0.5124)
C (2.3366, 0.5869, -0.7988)
O (1.9370, 1.7177, -0.8174)
H (0.0467, -2.2659, -0.0253)
H (-1.3350, -1.8284, -1.0302)
H (-1.2757, -1.6171, 0.7982)
H (-0.3437, 0.2619, -1.4584)
H (0.1957, 0.6037, 1.5076)
H (-0.1828, 1.9382, 0.2478)
H (-2.0912, 1.8693, 1.2687)
H (-2.3447, 0.1880, 1.3952)
H (1.5714, -1.3760, -0.3203)
H (3.3546, 0.2558, -1.0849)

Output
LUMO: 0.92 eV
E_HOMO: -9.33 eV
multiplicity: 1
Kohn-Sham gap: 10.250 eV
SMILES string: C[C@@H](CN)NC=O

---

*2*
DFT (the ωB97M-V functional and the def2-TZVPD basis) results for an isolated molecule of C4H10N2O.

Cartesian coordinates (Å):
C (2.5151, -0.0208, -0.0252)
N (1.3727, -0.8907, -0.2683)
N (-0.1505, -0.3131, 0.0226)
C (-1.1123, -1.3927, -0.1888)
C (-0.2967, 1.0071, -0.1285)
C (-1.9417, 1.3707, 0.2639)
O (0.4159, 1.9453, -0.4016)
H (3.4375, -0.6192, -0.0334)
H (2.4555, 0.4949, 0.9421)
H (2.6259, 0.7172, -0.8256)
H (1.4648, -1.6776, 0.3786)
H (-2.0818, -1.0402, -0.5419)
H (-1.2493, -1.9276, 0.7565)
H (-0.7088, -2.0888, -0.9306)
H (-2.5096, 1.2076, -0.6520)
H (-2.3180, 0.7983, 1.1101)
H (-1.9185, 2.4297, 0.5221)

Output
LUMO: 0.87 eV
E_HOMO: -8.85 eV
multiplicity: 1
Kohn-Sham gap: 9.719 eV
SMILES string: CNN(C)C(C)=O

---

Top of the stability list: *1*, leading by 28.9 kcal/mol.

---

*1*
DFT (the ωB97M-V functional and the def2-TZVPD basis) results for a cluster of 2 separate species, C4H10N2O in total.

Cartesian coordinates (Å):
H (-0.5520, 0.0885, 1.8187)
N (-1.3090, 0.7310, 1.4642)
C (-1.5309, 0.6047, 0.2433)
C (-0.9577, -0.4509, -0.6886)
C (-1.0349, -1.7476, -0.3706)
N (-0.5409, 0.0178, -1.9274)
H (-2.1496, 1.3575, -0.2614)
H (-1.2842, -2.0555, 0.6289)
H (-0.7408, -2.5251, -1.0603)
H (-0.5232, -0.6630, -2.6732)
H (-0.9075, 0.9141, -2.2136)
C (2.1251, 0.9224, 0.9054)
O (1.4425, -0.2669, 1.2288)
H (2.4749, 1.3492, 1.8421)
H (1.4568, 1.6380, 0.4147)
H (2.9790, 0.7323, 0.2477)
H (1.0525, -0.6465, 0.4013)

Output
LUMO: 0.75 eV
E_HOMO: -8.85 eV
multiplicity: 1
Kohn-Sham gap: 9.607 eV
SMILES string: [H]/N=C\C(=C)N.CO

---

*2*
DFT (the ωB97M-V functional and the def2-TZVPD basis) results for an isolated molecule of C4H10N2O.

Cartesian coordinates (Å):
C (0.8872, -1.2325, -0.7673)
C (0.5804, -0.2517, 0.3349)
C (1.3967, 0.7646, 0.6483)
O (2.6318, 0.9702, 0.1110)
C (-0.7995, -0.2418, 0.9348)
N (-1.4698, 0.9656, 0.4283)
N (-2.0577, 0.8382, -0.8407)
H (1.1262, -0.7291, -1.7074)
H (1.7255, -1.8760, -0.4921)
H (0.0314, -1.8744, -0.9637)
H (1.2239, 1.4214, 1.4879)
H (2.7807, 0.3499, -0.6129)
H (-0.7309, -0.1394, 2.0217)
H (-1.3304, -1.1805, 0.7043)
H (-2.1144, 1.2695, 1.2141)
H (-2.5453, -0.0554, -0.9649)
H (-1.3356, 1.0014, -1.5363)

Output
LUMO: 0.80 eV
E_HOMO: -8.21 eV
multiplicity: 1
Kohn-Sham gap: 9.004 eV
SMILES string: C/C(=C\O)CNN

---

*3*
DFT (the ωB97M-V functional and the def2-TZVPD basis) results for a cluster of 2 separate species, C4H10N2O in total.

Cartesian coordinates (Å):
C (-0.7277, 2.1113, -0.4487)
C (0.1175, 1.0958, -0.3698)
C (1.6165, 1.2214, -0.3815)
N (-0.2091, -0.2402, -0.0939)
C (-0.3407, -0.5011, 1.1468)
N (-0.0492, -1.7060, 1.6711)
H (-0.3801, 3.1094, -0.6484)
H (-1.7920, 1.9714, -0.3702)
H (2.0561, 0.3565, -0.8741)
H (1.9417, 2.1300, -0.8810)
H (1.9728, 1.2363, 0.6491)
H (-0.5290, 0.2833, 1.8953)
H (0.0768, -2.4548, 1.0067)
H (-0.4489, -1.9643, 2.5576)
O (-1.0014, -2.5800, -1.5315)
H (-1.6685, -2.3139, -2.1661)
H (-0.6348, -1.7551, -1.1613)

Output
LUMO: 0.92 eV
E_HOMO: -9.08 eV
multiplicity: 1
Kohn-Sham gap: 10.002 eV
SMILES string: C=C(C)/N=C/N.O

---

*4*
DFT (the ωB97M-V functional and the def2-TZVPD basis) results for a cluster of 2 separate species, C4H10N2O in total.

Cartesian coordinates (Å):
C (-1.5423, -1.0139, 0.0791)
C (-0.7020, -0.0433, -0.7544)
C (-1.1523, 1.4014, -0.5287)
N (0.7803, -0.2623, -0.5004)
C (0.8994, 0.1227, 0.6608)
N (0.9516, 0.2019, 1.8645)
H (-2.5787, -0.9963, -0.2512)
H (-1.5106, -0.7254, 1.1270)
H (-1.1598, -2.0276, -0.0163)
H (-0.8071, -0.2917, -1.8181)
H (-0.4813, 2.0935, -1.0342)
H (-2.1562, 1.5491, -0.9216)
H (-1.1692, 1.6283, 0.5352)
H (1.2678, 1.0029, 2.3938)
O (3.3885, -0.6941, -0.0613)
H (3.1304, -1.6118, 0.0171)
H (2.8417, -0.3332, -0.7912)

Output
LUMO: 0.92 eV
E_HOMO: -9.94 eV
multiplicity: 1
Kohn-Sham gap: 10.865 eV
SMILES string: CC(C)N=C=N.O

---

Top of the stability list: *3*, leading by 7.7 kcal/mol.

---

*1*
DFT (the ωB97M-V functional and the def2-TZVPD basis) results for a cluster of 2 separate species, C4H10N2O in total.

Cartesian coordinates (Å):
N (0.0792, 1.6052, 0.9459)
C (0.0162, 1.4646, -0.5465)
C (-1.1882, 0.4982, -0.8205)
N (-0.7853, -0.8415, -1.2746)
C (0.3749, -1.1822, -0.5547)
C (0.2738, -1.3991, 0.9007)
O (1.0640, -0.7962, 1.7506)
H (0.7917, 2.2712, 1.2129)
H (0.5864, 0.6320, 1.2315)
H (-0.1873, 2.3947, -1.0017)
H (0.8409, 0.9746, -1.0529)
H (-1.5474, 0.3790, 0.2515)
H (-1.9731, 0.8886, -1.4868)
H (-0.3671, -0.4550, -2.1602)
H (0.6058, 0.9360, -2.8656)
H (1.3592, -1.1987, -0.9778)
H (-0.5386, -2.0874, 1.2704)

Output
LUMO: -2.96 eV
E_HOMO: -7.56 eV
multiplicity: 1
Kohn-Sham gap: 4.603 eV

---

*2*
DFT (the ωB97M-V functional and the def2-TZVPD basis) results for an isolated molecule of C4H10N2O.

Cartesian coordinates (Å):
C (-0.2714, -1.3549, -0.7316)
C (-0.7723, -0.2316, 0.1779)
N (-1.7110, -0.7574, 1.1631)
C (0.4234, 0.4544, 0.8854)
C (1.5046, 0.8476, -0.0554)
N (1.2077, 2.1269, -0.7002)
O (2.4327, 0.0837, -0.4158)
H (0.6447, -1.8448, -0.2948)
H (-0.9457, -2.2117, -0.9831)
H (0.0132, -0.8942, -1.7344)
H (-1.2791, 0.5307, -0.4301)
H (-2.7107, -0.9470, 0.7541)
H (-1.4868, -1.7369, 1.5321)
H (0.7946, -0.2338, 1.6741)
H (0.0799, 1.3031, 1.4335)
H (1.8865, 2.3617, -1.5081)
H (0.1898, 2.5042, -0.7668)

Output
LUMO: 0.78 eV
E_HOMO: -9.39 eV
multiplicity: 1
Kohn-Sham gap: 10.162 eV
SMILES string: C[C@@H](N)CC(N)=O

---

Top of the stability list: *2*, leading by 181.3 kcal/mol.